No. 1
{"formula": "C42H53CrFN2O12P2", "method": "ωB97M-V/def2-TZVPD", "species": ["Cr", "C", "C", "C", "C", "C", "C", "C", "N", "C", "C", "C", "C", "C", "C", "O", "C", "C", "C", "C", "C", "C", "C", "C", "C", "O", "C", "C", "C", "C", "C", "C", "H", "H", "H", "H", "H", "H", "H", "H", "H", "H", "H", "H", "H", "H", "H", "H", "H", "H", "H", "H", "H", "H", "H", "H", "H", "H", "H", "H", "H", "H", "H", "H", "H", "H", "H", "H", "H", "H", "H", "H", "C", "C", "C", "C", "C", "C", "C", "F", "C", "C", "C", "O", "C", "C", "N", "C", "C", "O", "O", "H", "H", "H", "H", "H", "H", "H", "H", "H", "H", "H", "O", "P", "O", "O", "O", "P", "O", "O", "O", "H", "H"], "positions_angstrom": [[0.33785, 2.24860, 0.13311], [3.00168, -3.41009, -3.81562], [1.50997, -3.06445, -3.94236], [1.11671, -3.17051, -5.41756], [0.68684, -4.09564, -3.15515], [1.26086, -1.66258, -3.37910], [1.53591, -1.40949, -2.05222], [1.27734, -0.13711, -1.51278], [1.35950, 0.29574, -0.23782], [1.88456, -0.29640, 0.85790], [2.71372, -1.43048, 0.95958], [3.14410, -1.84662, 2.19611], [2.73562, -1.11214, 3.33079], [1.93143, 0.01495, 3.28387], [1.50585, 0.41885, 2.00600], [0.70107, 1.43673, 1.80080], [1.51661, 0.80213, 4.52975], [2.12232, 0.20703, 5.80392], [1.99198, 2.25806, 4.40791], [-0.01477, 0.77466, 4.67175], [4.05629, -3.06222, 2.37758], [5.36975, -2.63173, 3.04818], [4.39700, -3.72493, 1.04180], [3.35554, -4.10546, 3.26200], [0.76468, 0.89199, -2.33069], [0.58206, 2.04749, -1.75145], [0.47000, 0.65568, -3.68018], [0.73503, -0.61803, -4.16380], [-0.14826, 1.76739, -4.52859], [-1.48689, 2.19654, -3.90011], [0.80085, 2.97554, -4.58599], [-0.41875, 1.30182, -5.96066], [3.20473, -4.39563, -4.24997], [3.31704, -3.42943, -2.76878], [3.61355, -2.66877, -4.33664], [1.32655, -4.18198, -5.77540], [1.68424, -2.47141, -6.03774], [0.05038, -2.97598, -5.56351], [0.83632, -5.09790, -3.57198], [-0.37906, -3.85498, -3.20222], [0.97780, -4.12325, -2.10190], [1.88951, -2.20509, -1.41473], [3.05099, -1.93106, 0.06813], [3.08906, -1.44349, 4.29932], [3.21624, 0.21355, 5.77613], [1.78239, -0.81962, 5.97476], [1.80657, 0.80972, 6.65895], [3.08276, 2.29804, 4.33523], [1.68209, 2.82091, 5.29434], [1.56807, 2.74771, 3.53190], [-0.37247, -0.25828, 4.74234], [-0.49746, 1.26069, 3.82390], [-0.31618, 1.31020, 5.57777], [5.87916, -1.87867, 2.44066], [6.03734, -3.49180, 3.16699], [5.19423, -2.20087, 4.03738], [4.92688, -3.03800, 0.37463], [3.49764, -4.08134, 0.52926], [5.04633, -4.58724, 1.21909], [3.11096, -3.69862, 4.24644], [4.00080, -4.97869, 3.40590], [2.42358, -4.43616, 2.79477], [0.50686, -0.82087, -5.19958], [-1.34028, 2.60300, -2.89913], [-2.17114, 1.34229, -3.84041], [-1.95522, 2.97049, -4.51812], [1.02548, 3.36239, -3.59120], [0.34302, 3.77503, -5.17904], [1.74741, 2.69427, -5.05978], [-1.14224, 0.47958, -5.99360], [0.49907, 0.97983, -6.46350], [-0.83505, 2.13725, -6.52984], [-6.65108, 1.63950, 2.78866], [-6.07149, 0.30033, 2.34849], [-7.02801, -0.42090, 1.41650], [-6.45010, -1.75621, 0.97709], [-5.11504, -1.53403, 0.31442], [-4.64242, -2.38547, -0.65266], [-3.40763, -2.15238, -1.25563], [-2.98871, -3.02584, -2.19042], [-2.63389, -1.08160, -0.92966], [-3.10103, -0.19971, 0.05679], [-2.27260, 0.93874, 0.44285], [-1.23076, 1.14454, -0.21725], [-2.70634, 1.71243, 1.53193], [-3.92343, 1.43777, 2.07620], [-4.75649, 0.46564, 1.67297], [-4.33446, -0.41889, 0.68038], [-1.92575, 2.85361, 2.16573], [-2.44062, 3.36368, 3.16159], [-0.81496, 3.16363, 1.64081], [-7.70180, 1.49988, 3.04380], [-6.58509, 2.37101, 1.98022], [-6.15055, 2.05128, 3.66351], [-5.91222, -0.32800, 3.22890], [-7.21066, 0.21068, 0.54030], [-7.97729, -0.55510, 1.93513], [-7.12313, -2.26705, 0.28859], [-6.33193, -2.40464, 1.85065], [-5.22706, -3.24818, -0.95397], [-1.67764, -0.89596, -1.40899], [-4.23780, 2.06451, 2.89994], [0.20525, 5.96827, -1.85574], [-0.07828, 5.39134, -0.39517], [-1.01873, 6.22376, 0.34816], [-0.35736, 3.87873, -0.62197], [1.41785, 5.38558, 0.28463], [2.46554, 4.32845, -0.33785], [3.87244, 4.79531, 0.27194], [2.47838, 4.44494, -1.81895], [2.16646, 2.98614, 0.34160], [0.95979, 5.45570, -2.22594], [4.31425, 5.34741, -0.38532]], "s_squared": 3.83, "total_charge": -1, "homo_lumo_gap_ev": [6.2, 6.0], "multiplicity": 4, "relative_energy_ev": 1.711}

---

No. 2
{"formula": "C42H54BF15O15", "method": "ωB97M-V/def2-TZVPD", "species": ["C", "C", "O", "C", "C", "C", "O", "C", "C", "C", "C", "B", "O", "O", "C", "C", "C", "C", "C", "C", "C", "C", "C", "C", "C", "C", "C", "O", "H", "H", "H", "H", "H", "H", "H", "H", "H", "H", "H", "H", "H", "H", "H", "H", "H", "H", "H", "H", "H", "H", "H", "H", "H", "H", "H", "H", "H", "C", "C", "O", "C", "O", "C", "F", "F", "F", "H", "H", "H", "H", "H", "C", "C", "O", "C", "O", "C", "F", "F", "F", "H", "H", "H", "H", "H", "C", "C", "O", "C", "O", "C", "F", "F", "F", "H", "H", "H", "H", "H", "C", "C", "O", "C", "O", "C", "F", "F", "F", "H", "H", "H", "H", "H", "C", "C", "O", "C", "O", "C", "F", "F", "F", "H", "H", "H", "H", "H"], "positions_angstrom": [[-1.54354, -7.28023, -2.83023], [-2.20802, -6.75403, -1.50140], [-2.45329, -5.31204, -1.57888], [-1.69473, -4.72435, -0.55014], [-2.23764, -4.71341, 0.69001], [-1.46647, -4.11183, 1.87465], [-1.86958, -4.27097, 3.00344], [-0.13994, -3.34435, 1.54729], [0.44742, -2.63205, 2.67760], [1.68611, -1.89928, 2.46553], [2.31845, -1.90235, 1.12973], [3.68093, -1.03782, 1.01106], [4.91497, -1.67907, 1.21537], [3.59096, 0.32290, 0.66886], [1.72979, -2.62855, -0.01036], [2.43823, -2.61440, -1.38720], [1.96965, -1.26475, -2.12408], [1.81360, -1.42843, -3.68193], [0.77715, -0.30393, -4.14754], [3.14779, -1.23489, -4.49450], [3.93073, 0.10955, -4.18012], [5.28382, -0.23259, -3.43604], [6.39921, -0.84589, -4.05388], [7.66699, -0.00427, -4.47493], [6.51109, -2.39504, -4.34463], [0.46788, -3.34554, 0.19239], [-0.29429, -4.10700, -0.90203], [0.06974, -4.25174, -2.04921], [-0.47308, -6.96360, -2.83202], [-1.55584, -8.40610, -2.77144], [-2.13729, -6.88700, -3.68897], [-3.13652, -7.30933, -1.21147], [-1.46223, -6.93978, -0.68001], [-3.25664, -5.14281, 0.86082], [-0.07273, -2.67050, 3.66615], [2.16890, -1.34947, 3.30161], [4.75659, -2.60310, 0.93967], [4.30510, 0.56947, 0.05358], [2.27023, -3.52203, -2.01059], [3.55988, -2.50845, -1.29133], [2.75295, -0.49193, -1.87290], [1.02136, -0.87499, -1.65669], [1.40015, -2.45556, -3.86577], [-0.06953, -0.35345, -3.40739], [0.42514, -0.48318, -5.19076], [1.28807, 0.68576, -4.02378], [2.84776, -1.18560, -5.58468], [3.81251, -2.13230, -4.39709], [4.20009, 0.67043, -5.11623], [3.34931, 0.83631, -3.55164], [5.33419, -0.00185, -2.33112], [7.98087, -0.25816, -5.52206], [7.51364, 1.09021, -4.32207], [8.51423, -0.36416, -3.81344], [6.25567, -2.59527, -5.42677], [7.54554, -2.77319, -4.15602], [5.73290, -2.90567, -3.73053], [-4.13596, -0.90511, -4.09228], [-3.86173, -0.58310, -5.54596], [-4.38282, 0.71462, -5.88672], [-3.61932, 1.75797, -5.54962], [-2.56208, 1.67842, -4.99311], [-4.26973, 3.06208, -6.01374], [-5.58366, 3.10601, -5.73108], [-4.15272, 3.22522, -7.34458], [-3.71570, 4.13919, -5.43968], [-5.20149, -0.81228, -3.87422], [-3.81265, -1.91951, -3.85373], [-3.61390, -0.21161, -3.43135], [-4.37395, -1.30143, -6.18626], [-2.79686, -0.64655, -5.77809], [3.92052, 2.25414, 4.13033], [4.60551, 2.44978, 5.46610], [3.65390, 2.82180, 6.47923], [2.96193, 1.81802, 7.02548], [3.08094, 0.66340, 6.72715], [2.02910, 2.34989, 8.11465], [1.36733, 3.45340, 7.72496], [2.70965, 2.67751, 9.22916], [1.10347, 1.45152, 8.47429], [3.34949, 3.14365, 3.85666], [4.65368, 2.04987, 3.34948], [3.21514, 1.42218, 4.16828], [5.32143, 3.26904, 5.39522], [5.16017, 1.56318, 5.76552], [-5.61458, 4.36355, -1.79395], [-4.47458, 3.62494, -1.12312], [-4.96508, 2.76871, -0.07554], [-5.44791, 1.58580, -0.46610], [-5.49871, 1.21188, -1.60273], [-5.88465, 0.76447, 0.74792], [-6.59530, 1.49307, 1.62743], [-4.82569, 0.27232, 1.41620], [-6.64899, -0.28076, 0.40601], [-6.20586, 4.90785, -1.05437], [-5.23356, 5.07026, -2.53224], [-6.29153, 3.67038, -2.29647], [-3.80150, 4.33975, -0.64983], [-3.88471, 3.05508, -1.84376], [-11.46782, 6.48336, 0.85920], [-10.16957, 5.78491, 1.20935], [-9.04498, 6.48680, 0.65302], [-8.61374, 7.54646, 1.34734], [-9.09692, 7.93508, 2.37084], [-7.38962, 8.16037, 0.66674], [-7.54972, 8.28301, -0.66339], [-6.28994, 7.40658, 0.85595], [-7.10510, 9.38341, 1.12964], [-11.55243, 6.61437, -0.22148], [-12.32237, 5.90602, 1.21407], [-11.51275, 7.47773, 1.30618], [-10.15948, 4.78671, 0.77141], [-10.05491, 5.66535, 2.28811], [7.39889, -4.12533, 7.47738], [6.20461, -3.23321, 7.20553], [6.60605, -2.03732, 6.51621], [6.76998, -2.15026, 5.19374], [6.61154, -3.15867, 4.56876], [7.14594, -0.79551, 4.59200], [8.09210, -0.16012, 5.30714], [6.08233, 0.03222, 4.53667], [7.61904, -0.90124, 3.34601], [8.17304, -3.57484, 8.01578], [7.10372, -4.99224, 8.06970], [7.84634, -4.47846, 6.54691], [5.76226, -2.91339, 8.14895], [5.42826, -3.75876, 6.64678]], "homo_lumo_gap_ev": 5.7, "smiles": "CCOC1=CC(=O)c2ccc(B(O)O)c(CC[C@@H](C)CCC=C(C)C)c2C1=O.CCOC(=O)C(F)(F)F.CCOC(=O)C(F)(F)F.CCOC(=O)C(F)(F)F.CCOC(=O)C(F)(F)F.CCOC(=O)C(F)(F)F"}

---

| no. | calculated total energy (eV) |
| --- | --- |
| 1 | -121695.31755 |
| 2 | -116579.08759 |